Record 1
Computed, not measured: C34H52ClGeMgN7O3P2 as an isolated structure, with ωB97M-V with the def2-TZVPD basis set.

Structure (XYZ):
```
101
Properties=species:S:1:pos:R:3:forces:R:3:lowdin_charge:R:1
Mg -0.299 -0.252 1.660 0.014 0.053 -0.126 0.217
C -0.085 -5.774 0.033 0.003 0.003 -0.003 -0.155
N -0.030 -4.340 -0.188 0.007 -0.004 -0.002 -0.305
C 1.308 -3.919 -0.586 -0.020 0.003 0.006 -0.142
P -0.681 -3.409 1.095 -0.030 0.019 -0.070 0.345
O -0.503 -1.983 0.618 0.054 0.021 0.143 -0.360
O -0.154 -3.850 2.412 -0.004 -0.012 -0.005 -0.300
P 2.744 -1.321 2.605 0.020 0.008 -0.005 0.743
O 1.461 -0.469 2.459 -0.043 -0.022 0.072 -0.547
N 2.475 -2.259 4.047 0.010 -0.004 -0.023 -0.382
C 1.333 -1.968 4.895 0.004 0.006 0.006 -0.154
C 2.739 -3.679 3.953 -0.013 -0.019 -0.004 -0.204
N 3.862 -0.090 3.190 -0.019 -0.018 0.015 -0.403
C 5.159 -0.622 3.523 -0.004 0.005 -0.001 -0.228
C 3.378 0.813 4.211 0.007 -0.002 -0.011 -0.178
N -2.319 -3.836 1.005 0.018 -0.023 -0.001 -0.299
C -3.063 -3.784 2.258 -0.004 0.016 0.012 -0.140
C -3.059 -3.262 -0.101 -0.007 0.019 -0.008 -0.138
H 0.152 -6.298 -0.900 0.001 -0.001 -0.001 0.067
H -1.089 -6.055 0.349 0.000 0.000 0.001 0.066
H 0.624 -6.102 0.807 0.000 -0.003 0.000 0.074
H 1.578 -4.412 -1.528 0.005 -0.001 0.000 0.072
H 2.069 -4.171 0.167 0.004 -0.008 0.001 0.079
H 1.328 -2.840 -0.730 0.001 -0.002 -0.006 0.057
H 1.105 -0.904 4.873 -0.001 -0.001 -0.008 0.059
H 1.553 -2.258 5.933 -0.002 0.004 0.006 0.066
H 0.436 -2.505 4.561 0.004 -0.009 -0.003 0.067
H 3.504 -3.859 3.194 0.004 0.005 0.001 0.043
H 1.841 -4.245 3.674 0.006 0.007 0.007 0.048
H 3.119 -4.066 4.910 0.005 0.001 0.004 0.059
H 5.473 -1.333 2.753 0.000 -0.001 0.000 0.046
H 5.165 -1.153 4.492 0.001 -0.002 0.000 0.062
H 5.905 0.182 3.576 0.002 0.000 -0.001 0.060
H 2.377 1.151 3.944 0.000 -0.001 0.001 0.063
H 4.038 1.687 4.289 0.000 0.003 0.000 0.064
H 3.336 0.335 5.206 0.002 0.001 0.001 0.068
H -2.446 -4.192 3.055 -0.001 -0.009 -0.002 0.066
H -3.974 -4.386 2.158 0.002 -0.003 0.000 0.066
H -3.340 -2.759 2.533 -0.002 -0.007 -0.004 0.039
H -2.497 -3.396 -1.025 0.007 0.000 -0.007 0.053
H -3.254 -2.189 0.038 -0.002 0.001 0.002 0.080
H -4.020 -3.778 -0.205 0.001 -0.001 0.000 0.073
C -0.704 -2.419 -3.169 0.000 0.001 0.003 -0.158
C -1.639 -1.246 -2.932 0.010 0.011 -0.007 -0.174
N -1.033 -0.291 -2.030 -0.018 -0.034 -0.005 0.094
C 0.306 -0.206 -1.874 0.030 0.015 0.029 -0.333
N 0.759 0.530 -0.890 0.022 0.046 -0.031 -0.160
C 2.206 0.521 -0.686 -0.013 0.004 -0.014 -0.139
C 2.879 0.712 -2.036 0.003 0.003 0.001 -0.138
C 2.517 -0.462 -2.934 0.010 -0.019 0.016 -0.162
N 1.149 -0.896 -2.711 -0.050 0.068 -0.025 -0.035
C 0.634 -1.877 -3.640 -0.004 -0.004 0.000 -0.174
H -1.113 -3.094 -3.925 0.000 0.000 0.000 0.113
H -0.573 -2.978 -2.239 0.001 -0.005 0.005 0.084
H -2.582 -1.568 -2.493 -0.001 -0.011 0.005 0.108
H -1.875 -0.761 -3.890 0.000 -0.001 0.007 0.110
H -1.470 -0.044 -1.128 0.001 0.070 0.008 0.087
H 2.516 -0.419 -0.215 0.010 -0.004 0.007 0.098
H 2.415 1.327 0.012 0.002 0.003 -0.004 0.121
H 3.965 0.769 -1.931 0.002 -0.001 -0.004 0.110
H 2.527 1.650 -2.474 -0.001 -0.005 0.002 0.101
H 3.180 -1.313 -2.735 0.006 0.000 0.009 0.119
H 2.640 -0.191 -3.993 0.000 -0.009 0.001 0.114
H 1.371 -2.685 -3.713 -0.002 0.002 -0.001 0.114
H 0.532 -1.440 -4.648 0.001 0.000 0.005 0.118
Cl -2.239 -0.121 3.044 0.027 0.014 0.007 -0.190
C -0.120 1.189 0.088 -0.120 -0.100 0.000 -0.340
Ge -1.013 2.651 -0.640 0.050 -0.041 -0.018 0.883
C -1.118 4.200 0.592 -0.024 0.014 0.002 -0.260
C -0.351 4.185 1.756 0.000 -0.008 -0.005 -0.100
C -0.370 5.258 2.639 -0.002 0.003 0.007 -0.104
C -1.150 6.374 2.364 0.006 0.001 -0.004 -0.129
C -1.921 6.404 1.208 -0.003 -0.003 0.002 -0.122
C -1.907 5.321 0.338 0.006 0.001 -0.002 -0.114
C -2.925 2.431 -1.219 0.007 -0.005 0.010 -0.257
C -3.713 1.533 -0.491 0.001 -0.011 -0.002 -0.110
C -5.031 1.278 -0.847 0.002 0.007 0.008 -0.102
C -5.595 1.917 -1.946 0.003 0.001 -0.004 -0.131
C -4.831 2.816 -2.678 -0.003 0.002 0.001 -0.124
C -3.513 3.069 -2.311 0.002 -0.005 -0.004 -0.132
C -0.094 3.314 -2.281 0.017 0.010 0.010 -0.247
C 0.903 4.288 -2.186 -0.006 0.003 -0.003 -0.109
C 1.704 4.620 -3.272 0.000 0.002 -0.005 -0.117
C 1.530 3.973 -4.490 0.004 0.000 0.000 -0.132
C 0.544 3.002 -4.609 -0.001 -0.010 0.004 -0.115
C -0.255 2.682 -3.516 -0.003 -0.001 0.008 -0.125
H 0.255 3.305 1.955 0.004 -0.002 0.003 0.085
H 0.222 5.221 3.546 0.000 -0.001 0.000 0.091
H -1.165 7.213 3.051 0.001 0.000 -0.001 0.083
H -2.540 7.269 0.991 0.000 0.000 0.001 0.084
H -2.530 5.346 -0.552 0.001 -0.001 0.000 0.089
H -3.282 1.019 0.367 0.004 0.000 -0.007 0.070
H -5.618 0.577 -0.264 -0.002 0.001 -0.001 0.094
H -6.622 1.715 -2.230 0.000 -0.002 -0.002 0.083
H -5.262 3.319 -3.539 -0.001 0.000 -0.001 0.084
H -2.928 3.771 -2.899 0.001 0.000 -0.002 0.087
H 1.063 4.788 -1.236 -0.001 0.000 0.000 0.096
H 2.472 5.379 -3.167 0.000 -0.001 -0.001 0.088
H 2.159 4.221 -5.337 -0.001 0.000 0.000 0.084
H 0.402 2.487 -5.553 0.000 0.000 0.000 0.088
H -1.017 1.915 -3.619 -0.007 -0.019 0.003 0.087
```
Positions in Å, forces in eV/Å.

HOMO level ... -0.4 eV
Multiplicity ... 1
E_tot ... -5355.99387 hartree
Energy relative to the best compared isomer or geometry (same formula, charge and spin) ... 2.8 kcal per mole
Kohn-Sham gap ... 4.7 eV
Total charge ... -2
Lowest unoccupied orbital energy ... 4.26 eV



Record 2
Computed, not measured: a 24-piece molecular cluster, C6H56N2O26P overall at a distorted geometry, with ωB97M-V with the def2-TZVPD basis set.

Structure (XYZ):
```
91
Properties=species:S:1:pos:R:3:forces:R:3:lowdin_charge:R:1
C -0.427 4.300 -4.229 0.742 -2.068 0.337 0.059
C 0.297 3.103 -3.825 -1.161 2.306 -0.436 -0.090
N -0.575 1.951 -3.419 0.688 -0.712 -2.400 -0.055
C -0.978 0.862 -4.266 -1.377 0.870 5.060 0.076
N -1.823 0.100 -3.386 1.991 2.748 0.051 0.083
C -1.894 0.687 -2.056 2.056 2.973 -1.247 0.050
C -1.046 1.972 -2.052 -3.106 -4.855 -2.304 -0.145
C -0.785 2.997 -0.860 -0.133 -1.347 -1.360 -0.115
P 0.401 2.098 0.348 1.678 1.125 1.718 0.701
O 1.331 3.118 1.019 -2.362 -3.016 -1.610 -0.314
O 1.251 0.942 -0.607 -1.949 1.285 2.420 -0.189
O -0.568 1.221 1.507 1.337 1.572 -3.276 -0.195
H -0.480 5.228 -3.569 1.512 -0.570 -1.969 0.088
H -0.991 4.240 -5.233 -0.654 -0.199 2.471 0.088
H 1.429 3.002 -3.851 -1.495 0.151 1.381 0.108
H -0.704 0.673 -5.369 -0.378 0.185 1.937 0.147
H -2.301 -0.748 -3.718 0.259 0.645 0.568 0.169
H -2.505 0.278 -1.193 0.863 0.155 -1.574 0.115
H -1.794 3.234 -0.368 1.545 -0.411 -0.633 0.109
H -0.296 3.959 -1.244 -0.553 -1.540 0.719 0.110
H 1.278 0.108 -0.075 0.202 0.223 -0.483 0.056
H -1.501 1.206 1.169 0.704 -0.091 0.621 0.037
O 1.081 0.250 4.072 0.000 0.001 -0.270 -0.058
H 0.985 0.584 3.170 -0.101 0.013 0.281 -0.003
H 0.190 0.307 4.439 0.122 -0.004 -0.019 0.041
O -3.140 2.341 1.850 -0.115 0.203 0.033 -0.056
H -3.984 2.338 2.321 -0.049 0.069 -0.208 0.065
H -2.729 3.174 2.116 0.057 -0.149 0.086 0.071
O -4.134 4.099 -4.602 0.311 -0.122 -0.049 -0.058
H -3.930 4.242 -5.534 -0.148 0.034 0.092 0.039
H -3.280 3.887 -4.204 -0.141 0.074 -0.035 -0.007
O 2.955 2.260 -5.300 0.022 -0.156 -0.199 -0.054
H 3.163 2.405 -6.232 0.028 0.137 0.139 0.054
H 3.808 2.045 -4.901 -0.121 -0.006 0.050 0.056
O -2.587 -1.812 -0.252 0.168 0.069 -0.097 -0.071
H -2.183 -2.467 -0.833 -0.038 -0.050 0.227 0.036
H -3.059 -2.342 0.406 -0.184 0.064 -0.133 0.034
O -4.327 -0.261 2.782 -0.195 0.065 0.166 -0.036
H -3.724 0.408 2.452 0.255 -0.124 -0.084 -0.002
H -4.371 -0.093 3.735 0.015 -0.192 0.074 0.036
O 2.090 -1.974 0.771 -0.424 -0.151 0.160 -0.050
H 1.993 -2.032 1.731 0.022 0.089 -0.064 0.055
H 2.933 -2.412 0.594 0.071 0.335 -0.149 0.055
O -0.410 -4.099 0.516 0.122 0.096 0.121 -0.051
H 0.202 -3.421 0.196 0.121 -0.074 0.097 0.038
H -0.460 -3.937 1.468 -0.044 0.200 -0.120 0.062
O 3.788 2.540 -1.585 -0.144 -0.034 -0.068 -0.063
H 3.944 2.940 -0.716 0.139 -0.129 0.156 0.019
H 3.203 1.796 -1.391 -0.006 0.127 -0.025 -0.007
O -5.867 -2.783 4.229 -0.069 0.222 0.111 -0.060
H -5.236 -2.209 3.778 -0.023 -0.231 -0.076 -0.007
H -6.044 -3.482 3.587 0.151 0.065 0.038 0.035
O 4.719 2.799 1.369 -0.346 0.042 -0.503 -0.057
H 3.875 2.800 1.841 0.141 0.140 0.133 0.016
H 5.134 3.628 1.634 0.024 -0.200 0.130 0.057
O -3.947 -0.765 6.053 -0.096 0.020 -0.150 -0.059
H -3.798 -0.369 6.921 0.000 -0.102 -0.087 0.050
H -4.524 -1.520 6.236 -0.076 0.100 -0.074 0.034
O 0.632 -0.264 -6.695 -0.065 0.448 -0.053 -0.060
H 0.661 -0.440 -7.644 -0.086 -0.095 0.118 0.062
H 1.231 0.486 -6.578 0.173 -0.209 0.074 0.028
O 5.614 4.744 -2.761 -0.118 -0.055 0.169 -0.062
H 5.773 5.146 -1.899 0.048 -0.003 -0.167 0.034
H 5.029 3.999 -2.568 0.016 -0.006 -0.015 -0.012
O -3.799 -4.578 3.445 0.402 0.056 0.238 -0.064
H -3.901 -4.646 4.402 -0.155 0.087 -0.127 0.037
H -2.952 -5.009 3.267 -0.214 -0.289 -0.256 0.002
O -1.758 -6.360 1.909 0.140 0.211 0.018 -0.041
H -1.124 -5.783 1.466 -0.173 -0.357 -0.112 -0.012
H -1.933 -7.056 1.263 -0.008 0.050 0.136 0.060
O 4.035 -0.907 -2.746 -0.104 0.308 -0.397 -0.056
H 3.194 -0.907 -2.275 0.213 -0.120 0.062 0.024
H 4.449 -0.075 -2.482 -0.057 -0.127 0.197 0.019
O 4.296 2.749 4.267 -0.171 -0.079 0.223 -0.054
H 4.451 3.148 5.132 -0.001 -0.006 -0.135 0.047
H 3.711 2.004 4.456 0.057 0.066 -0.007 0.036
O -5.545 -2.506 0.805 0.001 0.180 -0.050 -0.051
H -6.355 -2.252 0.347 0.097 -0.122 0.042 0.048
H -5.326 -1.734 1.341 -0.008 0.049 0.154 -0.001
O 0.854 -6.724 -0.444 0.112 0.168 0.160 -0.059
H 0.508 -5.916 -0.040 0.003 0.022 -0.136 -0.019
H 1.769 -6.765 -0.141 -0.120 -0.123 -0.078 0.040
O 7.060 -1.819 -2.342 -0.107 0.286 0.025 -0.058
H 6.248 -1.557 -2.797 -0.005 -0.228 0.123 0.005
H 7.292 -1.046 -1.814 0.074 -0.126 -0.101 0.029
O -2.992 -2.920 7.763 0.270 -0.046 -0.120 -0.062
H -2.788 -2.774 6.830 -0.025 0.067 0.114 0.019
H -2.137 -3.126 8.160 -0.172 -0.030 0.053 0.044
O 4.525 -0.427 0.080 -0.013 0.166 0.183 -0.049
H 4.192 0.389 0.476 0.229 -0.028 0.056 0.021
H 5.443 -0.471 0.376 -0.089 0.010 -0.069 0.061
```
Positions in Å, forces in eV/Å.

HOMO level ... -12.1 eV
Multiplicity ... 1
E_tot ... -2668.97145 hartree
Energy relative to the best compared isomer or geometry (same formula, charge and spin) ... 0.0 kcal per mole
Kohn-Sham gap ... 7.8 eV
Total charge ... +1
Lowest unoccupied orbital energy ... -4.33 eV



Record 3
Computed, not measured: a 3-piece molecular cluster, C6H18O3 overall at a distorted geometry, with ωB97M-V with the def2-TZVPD basis set.

Structure (XYZ):
```
27
Properties=species:S:1:pos:R:3:forces:R:3:lowdin_charge:R:1
C 4.161 3.389 0.010 -0.171 -0.822 0.525 -0.094
C 2.650 3.459 0.019 -0.348 0.763 0.460 -0.313
O 2.107 2.781 1.185 0.292 0.089 -0.891 -0.090
H 4.474 2.347 -0.057 0.035 -0.091 -0.177 0.072
H 4.484 3.705 1.002 0.309 0.356 -0.187 0.075
H 4.637 3.941 -0.800 -0.144 0.155 0.143 0.075
H 2.197 3.119 -0.913 -0.031 -0.537 0.104 0.100
H 2.346 4.503 0.093 0.051 0.210 -0.068 0.104
H 1.623 3.446 1.680 -0.036 -0.146 0.062 0.074
C -1.050 -4.489 2.698 -1.622 0.422 -1.808 -0.064
C -1.418 -4.655 1.148 2.580 -1.116 2.041 -0.344
O -2.762 -4.879 0.961 -1.360 0.359 -0.272 -0.067
H -1.820 -3.790 3.024 0.479 0.538 0.443 0.061
H -0.024 -4.144 2.831 -0.220 0.051 0.082 0.065
H -1.268 -5.381 3.286 0.325 -0.284 -0.379 0.063
H -0.880 -5.555 0.850 0.339 -0.096 -0.428 0.095
H -1.054 -3.836 0.527 0.096 0.314 0.321 0.105
H -2.916 -4.556 0.071 -0.618 -0.183 0.001 0.085
C -1.741 1.717 -2.748 -1.745 -1.694 -0.136 -0.085
C -1.931 0.577 -1.679 1.569 2.339 -0.444 -0.291
O -1.670 1.241 -0.456 -0.465 -0.246 1.376 -0.105
H -2.485 2.503 -2.624 0.174 0.109 0.511 0.066
H -2.071 1.252 -3.677 0.697 0.193 -0.649 0.059
H -0.737 2.142 -2.759 -0.088 -0.321 -0.088 0.066
H -1.173 -0.184 -1.861 -0.205 -0.334 -0.056 0.101
H -2.929 0.142 -1.621 0.057 0.153 -0.240 0.108
H -0.749 1.205 -0.188 0.051 -0.180 -0.244 0.076
```
Positions in Å, forces in eV/Å.

HOMO level ... -10.0 eV
Multiplicity ... 1
SMILES string ... CCO.CCO.CCO
E_tot ... -465.04955 hartree
Energy relative to the best compared isomer or geometry (same formula, charge and spin) ... 37.8 kcal per mole
Kohn-Sham gap ... 10.6 eV
Total charge ... 0
Lowest unoccupied orbital energy ... 0.60 eV